[1]
This record from the OMol25 dataset describes a 2-piece molecular cluster, C8H16F2P overall at a distorted geometry. The level of theory is wB97M-V/def2-TZVPD.

Properties
DFT total energy, eV: -23269.2531
Relative energy (zero: lowest compared OMol25 entry of this formula, charge and spin), kcal per mole: 10.9
Multiplicity: 1
Net charge: +1
HOMO level, eV: -12.377

Each atom is followed by the atoms it is bonded to, with distances in Å.
CARTESIAN COORDINATES (ANGSTROEM)
1 C -2.513 2.396 -2.317  C2 1.339, F9 1.316, H12 1.043
2 C -1.384 2.594 -1.625  C1 1.339, P11 1.939, H19 1.085
3 C 1.292 2.117 1.804  C6 1.576, H13 1.042, H14 1.088, H15 1.060
4 C -0.662 -0.417 -1.376  C7 1.546, H16 1.055, H17 1.113, H18 1.067
5 C 0.165 -4.044 0.188  C8 1.335, H20 1.043, H21 1.058
6 C 0.690 2.570 0.420  C3 1.576, P11 1.813, H22 1.078, H23 1.135
7 C -1.131 0.138 -0.011  C4 1.546, P11 1.789, H24 1.178, H25 1.093
8 C 1.495 -4.147 0.159  C5 1.335, H26 1.130, H27 1.008
9 F -2.458 3.064 -3.449  C1 1.316
10 F -1.627 1.988 1.732  P11 1.717
11 P -0.978 1.913 0.144  C2 1.939, C6 1.813, C7 1.789, F10 1.717
12 H -3.315 1.798 -2.021  C1 1.043
13 H 1.733 1.192 1.615  C3 1.042
14 H 2.053 2.891 1.867  C3 1.088
15 H 0.641 2.305 2.619  C3 1.060
16 H -0.912 -1.433 -1.241  C4 1.055
17 H -1.128 0.144 -2.216  C4 1.113
18 H 0.382 -0.232 -1.493  C4 1.067
19 H -0.553 3.281 -1.743  C2 1.085
20 H -0.359 -3.945 1.084  C5 1.043
21 H -0.398 -4.008 -0.708  C5 1.058
22 H 1.162 2.211 -0.481  C6 1.078
23 H 0.814 3.696 0.480  C6 1.135
24 H -0.451 -0.405 0.783  C7 1.178
25 H -2.147 -0.127 0.289  C7 1.093
26 H 2.260 -3.827 0.926  C8 1.130
27 H 1.852 -4.460 -0.730  C8 1.008

[2]
This record from the OMol25 dataset describes an isolated ion of composition C5H4NO and charge +1 at a distorted geometry. The level of theory is wB97M-V/def2-TZVPD.

Properties
DFT total energy, eV: -8774.6280
<S²>: 2.01
Multiplicity: 3
Net charge: +1
HOMO level (spin up / spin down), eV: -11.114 / -15.653

Each atom is followed by the atoms it is bonded to, with distances in Å.
CARTESIAN COORDINATES (ANGSTROEM)
1 C -0.955 0.695 -0.399  C2 1.423, C3 1.400, H8 1.155
2 C -0.635 0.789 0.984  C1 1.423, C4 1.367, H9 1.195
3 C -0.484 -0.125 -1.433  C1 1.400, C5 1.339, H10 1.158
4 C 0.436 0.009 1.321  C2 1.367, N6 1.150
5 C 0.566 -0.955 -1.405  C3 1.339, O7 1.127
6 N 1.376 -0.561 1.659  C4 1.150, H11 0.989
7 O 1.511 -1.547 -1.241  C5 1.127
8 H -1.871 1.322 -0.718  C1 1.155
9 H -1.198 1.448 1.806  C2 1.195
10 H -0.817 0.134 -2.511  C3 1.158
11 H 2.070 -1.208 1.939  N6 0.989